Entry 1:
The following is a DFT calculation (wB97M-V/def2-TZVPD) of a 2-piece molecular cluster, C3H9N2O2S overall in a non-equilibrium geometry.

The geometry in XYZ format:
```
17
Properties=species:S:1:pos:R:3
H -0.092 -0.748 4.395
O 0.074 1.226 -3.236
H 1.540 0.107 0.759
H -0.506 -1.302 -0.899
C 0.341 -1.386 -0.215
N -1.437 0.936 -1.578
H 1.211 -1.810 -0.692
S -0.222 -2.259 1.316
C -0.106 1.113 -2.050
H 0.015 0.053 3.120
C 0.671 0.096 0.054
H -2.182 0.808 -2.235
O -0.497 0.002 3.934
H -1.572 0.773 -0.594
N 0.940 0.831 -1.187
H -0.065 0.685 0.612
H 1.888 0.873 -1.505
```

Calculated values
- multiplicity = 2
- ⟨S²⟩ = 0.7528
- electronic energy (eV) = -21166.3882
- gap between HOMO and LUMO (alpha / beta) (eV) = 10.3 / 6.9
- energy above the lowest of the compared OMol25 structures with the same formula, charge and spin (kJ/mol) = 28.2
- HOMO (alpha / beta) (eV) = -9.70 / -9.44
- LUMO energy (alpha / beta) (eV) = 0.614 / -2.559



Entry 2:
The following is a DFT calculation (wB97M-V/def2-TZVPD) of a 2-piece molecular cluster, C3H3O3S overall in a non-equilibrium geometry.

The geometry in XYZ format:
```
10
Properties=species:S:1:pos:R:3
H -1.698 -1.289 -1.937
O 2.596 1.125 0.412
C -1.627 -0.598 -1.056
S -4.104 0.215 0.200
O 0.582 1.124 -0.238
H 2.243 2.013 0.311
O 1.858 -0.741 -0.583
H -0.777 0.137 -1.079
C -2.715 -0.208 -0.528
C 1.612 0.387 -0.227
```

Calculated values
- charge = -1
- electronic energy (eV) = -20137.7982
- gap between HOMO and LUMO (eV) = 7.9
- energy above the lowest of the compared OMol25 structures with the same formula, charge and spin (kJ/mol) = 65.1
- HOMO (eV) = -4.75
- LUMO energy (eV) = 3.138



Entry 3:
The following is a DFT calculation (wB97M-V/def2-TZVPD) of C22H33N13O2PPtSe as an isolated structure in a non-equilibrium geometry.

The geometry in XYZ format:
```
73
Properties=species:S:1:pos:R:3
H -0.902 -6.001 -4.425
N -1.154 0.105 1.940
C -1.904 -5.497 -2.519
H 0.826 -3.338 -4.681
H 0.039 5.542 -0.729
H -1.917 6.228 0.812
O 1.023 -1.003 -3.489
C -2.437 5.313 0.540
C -0.972 -5.438 -3.511
N 0.926 0.127 -3.165
C 1.081 -4.150 -4.002
C -1.553 2.961 0.356
C 6.720 0.382 -0.122
C -0.282 4.551 -0.462
H -6.355 0.890 -1.242
H 1.259 3.123 -1.149
N -0.054 -4.495 -3.161
H 7.149 -1.039 2.225
H -0.098 -1.311 3.138
H 5.448 -1.200 1.813
C -2.128 0.970 2.208
C 6.322 0.726 1.308
N -0.465 2.373 -0.129
H -2.212 -1.341 -2.417
H -1.788 -3.631 0.275
H -3.296 -3.967 -0.604
H 4.872 1.902 2.407
N 1.870 0.144 0.677
H -2.770 -6.127 -2.421
H 5.978 -0.262 -0.595
N 2.499 0.165 -0.523
H -5.516 2.427 -1.462
H 6.817 1.280 -0.731
H 7.112 1.359 1.725
C -2.759 -0.606 -1.852
C 2.730 0.646 1.544
H 5.220 2.493 0.760
H -3.500 1.375 5.257
N 3.671 0.645 -0.403
Pt -0.172 0.123 -0.066
H -3.036 4.975 1.381
H 1.347 -5.018 -4.598
N -2.475 0.864 3.514
H 7.670 -0.149 -0.125
C -0.866 -0.559 3.092
N -4.275 0.767 -1.078
N 3.849 0.956 0.880
H -4.477 1.447 3.781
C 0.330 3.342 -0.651
H -1.763 -0.382 5.113
P -3.004 2.089 1.051
H -3.276 2.708 4.115
C -3.493 1.645 4.204
C 5.060 1.607 1.376
H -3.105 5.538 -0.292
O 0.182 0.683 -2.407
Se 0.580 -2.747 -0.952
C -5.522 1.496 -0.896
C -4.039 -0.166 -2.041
H 5.939 -0.234 3.220
H -5.666 1.733 0.155
C -0.415 -3.959 -1.973
H 2.570 0.770 2.601
N -2.224 0.048 -0.785
C -2.306 -4.348 -0.356
C -1.689 -0.091 4.079
C -3.152 0.886 -0.330
N -1.462 4.299 0.171
N -1.552 -4.578 -1.577
H -4.768 -0.437 -2.784
H 1.933 -3.842 -3.401
H -2.425 -5.283 0.190
C 6.201 -0.506 2.197
```

Calculated values
- multiplicity = 5
- charge = +3
- ⟨S²⟩ = 6.0233
- electronic energy (eV) = -124668.5884
- gap between HOMO and LUMO (alpha / beta) (eV) = 8.2 / 5.4
- energy above the lowest of the compared OMol25 structures with the same formula, charge and spin (kJ/mol) = 154.6
- HOMO (alpha / beta) (eV) = -15.84 / -16.52
- LUMO energy (alpha / beta) (eV) = -7.636 / -11.117



Entry 4:
The following is a DFT calculation (wB97M-V/def2-TZVPD) of one molecule with the formula C18H18N2O4S in a non-equilibrium geometry.

The geometry in XYZ format:
```
43
Properties=species:S:1:pos:R:3
C -7.964 0.216 0.662
H -0.196 -0.135 1.728
H 6.395 -2.233 0.028
C -5.211 -1.185 -1.131
C -3.881 -0.789 -1.014
H -5.498 -1.975 -1.803
C -6.141 -0.532 -0.361
H -8.451 -0.313 1.497
H -0.022 1.957 0.039
H 2.877 1.691 -0.034
H 1.882 -1.458 1.771
C 7.543 -0.395 -0.363
C 7.287 0.939 -0.361
O -1.041 -0.697 -1.450
C 2.702 0.755 -0.583
H -8.695 0.890 0.186
H -3.127 -1.279 -1.604
C 0.663 0.240 1.170
H -4.191 1.688 1.313
O -7.498 -0.720 -0.284
C -3.508 0.231 -0.149
C 1.613 -0.909 0.866
C -5.768 0.493 0.510
S 5.648 1.283 0.013
H 1.147 -0.147 -1.761
C 5.284 -0.408 0.174
H 8.508 -0.817 -0.578
C 6.406 -1.161 -0.042
O 4.026 -1.996 1.325
H 1.249 1.606 -1.910
N 2.842 -0.382 0.302
H 1.140 -1.611 0.170
C 0.208 0.904 -0.146
C 4.005 -0.984 0.640
H -2.055 1.405 0.658
H 1.179 0.971 1.797
H 7.959 1.751 -0.557
C 1.310 0.777 -1.204
H 3.446 0.688 -1.381
O -6.877 0.972 1.153
N -2.180 0.656 -0.010
C -4.464 0.894 0.636
C -1.060 0.195 -0.632
```

Calculated values
- electronic energy (eV) = -40963.7015
- gap between HOMO and LUMO (eV) = 8.3
- energy above the lowest of the compared OMol25 structures with the same formula, charge and spin (kJ/mol) = 160.3
- structure (SMILES) = O=C(Nc1ccc2c(c1)OCO2)C1CCN(C(=O)c2cccs2)CC1
- HOMO (eV) = -7.92
- LUMO energy (eV) = 0.431



Entry 5:
The following is a DFT calculation (wB97M-V/def2-TZVPD) of a 2-piece molecular cluster, C5H14NO overall in a non-equilibrium geometry.

The geometry in XYZ format:
```
21
Properties=species:S:1:pos:R:3
H 4.067 -2.084 -1.661
H 1.602 1.446 1.169
H -4.014 -0.184 -0.419
C -3.079 -0.037 -0.811
H -2.522 -1.041 -0.639
N 2.017 -0.654 0.770
C -1.350 0.977 0.836
H -1.132 1.859 1.461
C 1.230 0.627 0.504
O 4.101 -1.880 -0.669
H -3.207 1.983 0.143
C -0.108 0.536 0.118
H 2.607 -0.945 -0.036
C -2.406 1.260 -0.316
H -1.880 1.717 -1.097
H 1.369 -1.445 0.839
H -1.657 0.224 1.543
H -0.014 0.039 -0.873
H -3.166 -0.016 -1.868
H 5.097 -1.782 -0.604
H 2.445 -0.601 1.608
```

Calculated values
- charge = +1
- electronic energy (eV) = -8940.1023
- gap between HOMO and LUMO (eV) = 8.9
- energy above the lowest of the compared OMol25 structures with the same formula, charge and spin (kJ/mol) = 376.8
- HOMO (eV) = -13.19
- LUMO energy (eV) = -4.236



Entry 6:
The following is a DFT calculation (wB97M-V/def2-TZVPD) of C4H6NO2S as an isolated structure in a non-equilibrium geometry.

The geometry in XYZ format:
```
14
Properties=species:S:1:pos:R:3
H -0.416 0.465 1.458
C 0.471 0.490 -0.496
H 0.257 0.654 -1.548
S 2.804 -0.483 0.163
H -1.054 -1.397 -0.023
H -2.366 -0.694 0.754
O 2.183 2.167 0.015
C -0.722 0.593 0.417
C 1.817 1.057 -0.095
O 0.701 -2.255 -0.042
H -2.088 -0.368 -0.856
C 1.302 -1.240 -0.124
N -1.636 -0.536 0.051
H -1.252 1.544 0.324
```

Calculated values
- multiplicity = 3
- charge = +1
- ⟨S²⟩ = 2.0080
- electronic energy (eV) = -20653.4198
- gap between HOMO and LUMO (alpha / beta) (eV) = 6.2 / 7.0
- energy above the lowest of the compared OMol25 structures with the same formula, charge and spin (kJ/mol) = 0.0
- HOMO (alpha / beta) (eV) = -9.97 / -14.20
- LUMO energy (alpha / beta) (eV) = -3.821 / -7.215



Entry 7:
The following is a DFT calculation (wB97M-V/def2-TZVPD) of C4H5CoLiO3 as an isolated structure in a non-equilibrium geometry.

The geometry in XYZ format:
```
14
Properties=species:S:1:pos:R:3
H -1.786 -2.507 0.304
C -0.429 -0.194 0.219
O 0.853 0.294 0.205
H -2.374 -1.546 -1.106
O -1.355 0.132 0.925
Li -0.951 1.915 1.723
C -1.539 -2.114 -0.687
O -0.392 -1.251 -0.587
C 0.725 1.758 0.408
Co 1.688 -1.017 -1.170
H -1.232 -2.918 -1.358
H 2.795 1.838 -0.108
H 2.065 3.280 0.876
C 1.932 2.329 0.356
```

Calculated values
- multiplicity = 6
- charge = +2
- ⟨S²⟩ = 8.7653
- electronic energy (eV) = -48180.4790
- gap between HOMO and LUMO (alpha / beta) (eV) = 7.7 / 7.7
- energy above the lowest of the compared OMol25 structures with the same formula, charge and spin (kJ/mol) = 0.0
- HOMO (alpha / beta) (eV) = -15.92 / -19.85
- LUMO energy (alpha / beta) (eV) = -8.174 / -12.199



Entry 8:
The following is a DFT calculation (wB97M-V/def2-TZVPD) of a 2-piece molecular cluster, C4H9N3 overall in a non-equilibrium geometry.

The geometry in XYZ format:
```
16
Properties=species:S:1:pos:R:3
C -1.467 -1.070 -2.073
C 2.341 0.906 -0.648
N -1.269 -0.829 -0.889
H 1.694 0.577 2.853
C 1.920 0.700 0.713
H -2.943 -0.280 0.924
H -1.480 -2.124 -2.241
H -1.677 0.790 1.749
C -1.956 -0.187 1.279
H 3.441 0.612 -0.725
H 2.205 1.986 -1.022
H -1.815 -0.914 2.075
H 1.583 0.288 -1.244
H -1.344 -0.377 -2.847
N 1.812 0.533 1.831
N -1.047 -0.612 0.266
```

Calculated values
- charge = +2
- electronic energy (eV) = -8742.4917
- gap between HOMO and LUMO (eV) = 10.6
- energy above the lowest of the compared OMol25 structures with the same formula, charge and spin (kJ/mol) = 314.5
- HOMO (eV) = -19.76
- LUMO energy (eV) = -9.204



Entry 9:
The following is a DFT calculation (wB97M-V/def2-TZVPD) of C20H48FI3NO10 as an isolated structure in a non-equilibrium geometry.

The geometry in XYZ format:
```
83
Properties=species:S:1:pos:R:3
O -5.840 0.367 1.451
H -10.028 0.476 4.401
C 0.405 -0.937 -0.715
H 1.085 1.288 -5.303
H -6.644 -3.039 6.128
H -3.209 2.734 -0.388
H 6.706 -0.121 3.955
H 0.270 1.664 -2.457
C 2.989 1.703 -2.656
H 6.788 -0.737 -0.020
H 2.614 0.575 -0.881
N -0.195 0.444 -0.764
O 6.562 2.123 -0.630
H 3.277 1.122 -3.527
H -0.887 3.200 -4.614
O 1.871 -0.366 -2.601
C 1.798 -2.642 -1.848
C -6.702 0.166 2.582
C 3.095 -2.463 -1.094
I 0.995 3.314 -0.529
H -4.672 -1.900 1.422
H -3.572 1.027 -0.569
H 0.211 -1.544 -2.762
C 0.744 1.432 -1.508
H 3.724 -1.723 -1.574
O 7.572 1.116 2.577
C 6.480 0.301 2.980
H -3.546 -2.998 2.251
H 7.945 0.072 -1.097
C 2.090 0.787 -1.816
I 0.571 0.488 2.203
H -5.405 -4.311 2.699
H 7.885 1.460 -5.069
C -1.884 1.452 0.649
H -0.421 -1.611 -0.523
O -0.027 2.793 -4.484
H -6.110 0.285 3.486
C -2.768 1.756 -0.532
H 6.629 -0.888 -1.762
H 1.161 -3.363 -1.331
C 6.118 1.051 -0.985
F 2.100 -3.109 -3.115
H -0.993 0.347 -1.384
H 4.124 2.869 -1.200
H 2.460 2.571 -3.034
H 7.353 1.489 1.717
H -5.995 -4.582 6.739
H -4.813 -2.134 3.174
H 4.938 2.512 -2.696
H -7.121 -0.842 2.559
H -8.853 0.775 6.391
O 4.844 0.904 -1.418
H -6.377 0.255 0.665
H 5.974 2.177 -6.204
H 3.603 -3.419 -1.080
O -5.488 -3.682 1.974
C -5.952 -3.859 5.921
I -2.746 2.045 2.450
C 6.911 -0.213 -0.961
O 5.866 1.941 -5.280
H 0.036 2.123 -6.460
H -7.145 -4.831 4.728
H 6.766 0.756 -3.890
H 6.820 0.104 -5.537
H 1.153 -0.987 0.058
C -4.577 -2.625 2.224
C 4.262 2.099 -1.951
H -2.238 1.794 -1.479
H 2.930 -2.151 -0.066
O -9.146 0.847 4.327
H -9.545 2.297 5.772
C 0.105 1.737 -5.442
H -0.662 0.971 -5.295
C -8.841 1.489 5.563
H -7.842 1.909 5.475
C -0.678 0.867 0.555
H -7.508 0.893 2.587
C 1.010 -1.342 -2.048
H 5.565 0.897 3.056
H -4.943 -3.462 5.855
H 6.326 -0.520 2.272
O -6.255 -4.479 4.673
C 6.896 1.015 -4.939
```

Calculated values
- charge = +1
- electronic energy (eV) = -70492.5852
- gap between HOMO and LUMO (eV) = 8.7
- HOMO (eV) = -11.61
- LUMO energy (eV) = -2.919



Entry 10:
The following is a DFT calculation (wB97M-V/def2-TZVPD) of a 2-piece molecular cluster, C3H7BrS overall in a non-equilibrium geometry.

The geometry in XYZ format:
```
12
Properties=species:S:1:pos:R:3
S 0.649 -1.606 -0.276
H 0.517 2.489 -0.293
C -1.133 -1.375 0.004
Br 3.096 0.258 0.061
H -1.704 -0.638 -0.637
C -0.164 1.686 -0.455
H -1.110 -0.826 0.994
H -1.605 -2.447 0.051
C 1.334 -0.196 0.565
H 1.157 -0.026 1.584
H -1.064 1.440 -0.086
H 0.027 1.241 -1.511
```

Calculated values
- electronic energy (eV) = -84098.0144
- gap between HOMO and LUMO (alpha / beta) (eV) = 8.0 / 8.3
- energy above the lowest of the compared OMol25 structures with the same formula, charge and spin (kJ/mol) = 426.2
- HOMO (alpha / beta) (eV) = -7.78 / -8.34
- LUMO energy (alpha / beta) (eV) = 0.235 / -0.051



Entry 11:
The following is a DFT calculation (wB97M-V/def2-TZVPD) of C2H8AgFNO6P2 as an isolated structure in a non-equilibrium geometry.

The geometry in XYZ format:
```
21
Properties=species:S:1:pos:R:3
H -0.894 0.749 -2.325
H 0.861 2.185 -0.036
O -2.562 0.657 -0.313
H -0.861 2.185 -0.038
H 0.000 -0.769 -2.180
O 2.561 0.658 -0.312
C 0.000 0.284 -1.906
H -3.336 0.123 -0.467
O -1.815 -1.776 -0.009
H -0.002 1.406 1.209
H 3.337 0.122 -0.466
O -1.394 0.002 1.845
P 1.479 -0.404 0.419
N 0.000 1.682 0.191
O 1.394 0.001 1.846
P -1.480 -0.404 0.419
F 0.000 -3.844 3.037
Ag 0.000 -2.156 1.826
C 0.000 0.327 -0.406
O 1.815 -1.777 -0.010
H 0.895 0.749 -2.324
```

Calculated values
- charge = -1
- electronic energy (eV) = -41280.2932
- gap between HOMO and LUMO (eV) = 7.8
- HOMO (eV) = -5.08
- LUMO energy (eV) = 2.686



Entry 12:
The following is a DFT calculation (wB97M-V/def2-TZVPD) of one molecule with the formula C5H5NO in a non-equilibrium geometry.

The geometry in XYZ format:
```
12
Properties=species:S:1:pos:R:3
H 1.278 1.358 -0.874
C -0.240 0.463 1.219
C 1.278 0.287 -1.069
N -2.013 0.169 -1.814
C 0.737 -0.265 0.292
C -1.468 -0.211 -0.867
H 1.425 -0.927 0.810
H -0.245 0.212 2.285
H -1.024 -1.586 0.720
O 1.595 -0.347 -2.047
C -0.727 -0.631 0.305
H -0.596 1.478 1.040
```

Calculated values
- electronic energy (eV) = -8801.4865
- gap between HOMO and LUMO (eV) = 10.8
- energy above the lowest of the compared OMol25 structures with the same formula, charge and spin (kJ/mol) = 186.5
- structure (SMILES) = N#C[C@@H]1C[C@@H]1C=O
- HOMO (eV) = -10.32
- LUMO energy (eV) = 0.453